Entry one
# C2H4N2S

A 2-piece molecular cluster, C2H4N2S overall (the ωB97M-V functional and the def2-TZVPD basis, the OMol25 dataset).

ORCA input file:
```
! wB97M-V def2-TZVPD RIJCOSX def2/J DEFGRID3
* xyz 0 1
C 1.0722 -1.1977 -1.1533
C -0.4947 1.1643 0.0508
N 1.8164 -1.4184 -1.9933
N -0.0541 -0.0056 0.6114
S -0.9240 -1.2184 1.2812
H -1.6612 1.4195 -0.0818
H -0.1854 2.0224 0.6983
H 0.1574 1.1731 -0.8149
H 0.2734 -1.9392 1.4016
*
```

Output
HOMO-LUMO gap (alpha / beta): 6.59 / 8.08 eV

Here are the Löwdin charges for atoms 1 to 4, given in e: C -0.2343; C -0.2546; N -0.0578; N -0.5237

=====

Entry two
# C2H4N2S

A 2-piece molecular cluster, C2H4N2S overall (the ωB97M-V functional and the def2-TZVPD basis, the OMol25 dataset).

ORCA input file:
```
! wB97M-V def2-TZVPD RIJCOSX def2/J DEFGRID3
* xyz 0 1
C -1.0048 0.2850 1.5286
N 0.0292 -0.4266 1.3423
C 1.1899 -0.1384 0.7840
N 2.1571 -0.2639 0.1831
H -1.9758 -0.0939 1.9430
H -1.2103 1.2862 1.4254
S -0.3504 -0.3666 -2.4492
H 0.3628 0.5646 -1.7921
H 0.8022 -0.8464 -2.9651
*
```

Output
SMILES string: C=NC#N.S
HOMO-LUMO gap: 9.20 eV

Here are the Löwdin charges for atoms 1 to 4, given in e: C 0.0202; N 0.0463; C -0.3777; N 0.1543

=====

Stability check: which of them is most stable? entry two.

=====

Entry one
# H4S2

A 2-piece molecular cluster, H4S2 overall (the ωB97M-V functional and the def2-TZVPD basis, the OMol25 dataset).

ORCA input file:
```
! wB97M-V def2-TZVPD RIJCOSX def2/J DEFGRID3
* xyz 0 1
S 6.6642 -7.9028 -1.0861
H 6.4046 -7.7646 -2.3995
H 6.4693 -6.5909 -0.8566
S 5.8111 -4.6284 -1.4298
H 5.6017 -4.9911 -2.7090
H 6.0213 -5.9021 -1.0487
*
```

Output
SMILES string: S.S
HOMO-LUMO gap: 10.53 eV

Here are the Löwdin charges for atoms 1 to 4, given in e: S 0.5359; H -0.1821; H -0.3346; S 0.5295

=====

Entry two
# H4S2

A 2-piece molecular cluster, H4S2 overall (the ωB97M-V functional and the def2-TZVPD basis, the OMol25 dataset).

ORCA input file:
```
! wB97M-V def2-TZVPD RIJCOSX def2/J DEFGRID3
* xyz 0 1
S 0.1609 0.9186 -1.3233
H 0.6149 2.1723 -1.5068
H 1.2794 0.3817 -1.8453
S -0.6258 -0.6235 1.8723
H -1.6542 -1.4601 1.6396
H 0.2248 -1.3890 1.1636
*
```

Output
SMILES string: S.S
HOMO-LUMO gap: 10.14 eV

Here are the Löwdin charges for atoms 1 to 4, given in e: S 0.4471; H -0.2196; H -0.2188; S 0.4308

=====

Stability check: which of them is most stable? entry two.

=====

Entry one
# C3H4Cl2N2

One molecule with the formula C3H4Cl2N2 (the ωB97M-V functional and the def2-TZVPD basis, the OMol25 dataset).

ORCA input file:
```
! wB97M-V def2-TZVPD RIJCOSX def2/J DEFGRID3
* xyz 0 1
Cl 2.6568 -1.0753 0.0249
N 1.0526 -0.7141 -0.4238
C -0.1903 -1.0688 0.8254
C -1.0992 -0.2014 0.4833
C -0.6640 0.6529 -0.7008
N 0.7779 0.5230 -0.7858
Cl 1.4929 1.8093 0.3839
H 0.0524 -1.8482 1.5018
H -2.0581 -0.0311 0.9345
H -1.0839 0.2521 -1.6290
H -0.9369 1.7016 -0.6143
*
```

Output
SMILES string: ClN1C=CCN1Cl
HOMO-LUMO gap: 9.01 eV

Here are the Löwdin charges for atoms 1 to 4, given in e: Cl 0.6019; N -0.5880; C 0.0364; C -0.1189

=====

Entry two
# C3H4Cl2N2

One molecule with the formula C3H4Cl2N2 (the ωB97M-V functional and the def2-TZVPD basis, the OMol25 dataset).

ORCA input file:
```
! wB97M-V def2-TZVPD RIJCOSX def2/J DEFGRID3
* xyz 0 1
C 2.8633 -0.2926 -0.7334
N 1.6529 0.0215 -0.4466
N 1.5574 0.1658 0.9850
C 0.3195 0.0933 1.3776
C -0.9176 0.0576 0.5401
Cl -1.3584 -1.4763 -0.2897
Cl -1.0647 1.5018 -0.4631
H 3.6386 -0.4913 -0.0186
H 3.1589 -0.5622 -1.7747
H 0.0791 0.0212 2.4400
H -1.7473 0.1362 1.2756
*
```

Output
SMILES string: C=N/N=C\C(Cl)Cl
HOMO-LUMO gap: 9.70 eV

Here are the Löwdin charges for atoms 1 to 4, given in e: C -0.0243; N -0.0551; N 0.0148; C -0.2467

=====

Stability check: which of them is most stable? entry two.

=====

Entry one
# CH3NO3

One molecule with the formula CH3NO3 (the ωB97M-V functional and the def2-TZVPD basis, the OMol25 dataset).

ORCA input file:
```
! wB97M-V def2-TZVPD RIJCOSX def2/J DEFGRID3
* xyz 0 3
C -0.2457 0.1916 -0.6755
N -1.3007 -0.5408 -1.4882
O -2.2941 -0.6605 -0.8570
O -1.0435 -0.6723 -2.6727
O -0.7447 0.5660 0.5822
H 0.7811 -0.1865 -0.5516
H -0.1605 1.0756 -1.2685
H -0.6207 -0.0532 1.3662
*
```

Output
HOMO-LUMO gap (alpha / beta): 8.14 / 7.52 eV
Expectation value of S²: 2.01

Here are the Löwdin charges for atoms 1 to 4, given in e: C -0.1560; N -0.4551; O 0.1359; O 0.1324

=====

Entry two
# CH3NO3

A 2-piece molecular cluster, CH3NO3 overall (the ωB97M-V functional and the def2-TZVPD basis, the OMol25 dataset).

ORCA input file:
```
! wB97M-V def2-TZVPD RIJCOSX def2/J DEFGRID3
* xyz 0 3
C -1.2935 0.3513 -0.7390
N -0.7631 -0.1910 -1.6774
O -1.9237 0.8602 0.1074
O 0.4289 -0.6965 1.0061
O 1.6706 -0.1844 1.4489
H -0.2974 -0.0531 1.1554
H 0.2034 -0.2850 -1.9521
H 1.9748 0.1985 0.6507
*
```

Output
HOMO-LUMO gap (alpha / beta): 5.99 / 7.75 eV
Expectation value of S²: 2.01

Here are the Löwdin charges for atoms 1 to 4, given in e: C -0.4333; N 0.1937; O 0.1433; O -0.1594

=====

Stability check: which of them is most stable? entry one.

=====

Entry one
# C2H10N2

A 2-piece molecular cluster, C2H10N2 overall (the ωB97M-V functional and the def2-TZVPD basis, the OMol25 dataset).

ORCA input file:
```
! wB97M-V def2-TZVPD RIJCOSX def2/J DEFGRID3
* xyz 0 1
C 3.0028 -0.4767 -1.3994
N 1.5297 -0.6403 -1.5728
H 3.4250 0.2804 -0.6368
H 3.5872 -0.2525 -2.3036
H 3.2291 -1.4834 -1.1656
H 1.3728 -0.6726 -2.5662
H 1.4802 -1.7056 -1.5393
C -2.6861 0.6414 1.0537
N -2.5255 0.5578 2.5298
H -2.2311 -0.2176 0.4641
H -2.2391 1.4895 0.5172
H -3.7855 0.5542 0.8044
H -1.5108 0.4539 2.7670
H -2.6488 1.4717 3.0475
*
```

Output
SMILES string: CN.CN
HOMO-LUMO gap: 10.38 eV

Here are the Löwdin charges for atoms 1 to 4, given in e: C -0.2058; N -0.0860; H 0.0893; H 0.0612

=====

Entry two
# C2H10N2

A 2-piece molecular cluster, C2H10N2 overall (the ωB97M-V functional and the def2-TZVPD basis, the OMol25 dataset).

ORCA input file:
```
! wB97M-V def2-TZVPD RIJCOSX def2/J DEFGRID3
* xyz 0 1
N 0.6575 -0.2934 0.7818
C 0.7932 1.1809 1.0545
N 0.2755 1.9586 -0.0292
H -0.3363 -0.4390 0.9157
H 1.2273 -0.7753 1.4627
H 1.8488 1.3256 1.2420
H 0.2372 1.4959 1.9494
H 0.5476 1.6708 -0.9638
H 0.5250 2.9391 -0.0249
C -1.5593 -2.5096 -1.6469
H -2.0449 -2.1367 -0.7282
H -2.2247 -3.2606 -2.0565
H -1.4025 -1.6243 -2.2769
H -0.5863 -2.8365 -1.3237
*
```

Output
SMILES string: NCN.C
HOMO-LUMO gap: 10.27 eV

Here are the Löwdin charges for atoms 1 to 4, given in e: N -0.0015; C -0.3887; N -0.0237; H 0.0520

=====

Stability check: which of them is most stable? entry two.

=====

Entry one
# C2H3BrN2S

One molecule with the formula C2H3BrN2S (the ωB97M-V functional and the def2-TZVPD basis, the OMol25 dataset).

ORCA input file:
```
! wB97M-V def2-TZVPD RIJCOSX def2/J DEFGRID3
* xyz 0 1
N 2.3235 -1.4158 0.2732
C 1.4899 -0.6537 0.4444
C 0.5576 0.4501 0.3234
N -0.4245 0.0999 -0.6379
S -1.8347 -0.7925 -0.3668
Br -3.4590 0.6548 0.1012
H 0.0775 0.7612 1.3595
H 1.2912 1.1517 -0.0086
H -0.0215 -0.2557 -1.4882
*
```

Output
SMILES string: N#CCNSBr
HOMO-LUMO gap: 8.82 eV

Here are the Löwdin charges for atoms 1 to 4, given in e: N 0.1534; C -0.2488; C -0.2842; N -0.4925

=====

Entry two
# C2H3BrN2S

One molecule with the formula C2H3BrN2S (the ωB97M-V functional and the def2-TZVPD basis, the OMol25 dataset).

ORCA input file:
```
! wB97M-V def2-TZVPD RIJCOSX def2/J DEFGRID3
* xyz 0 1
Br -2.1377 -1.0988 -1.3270
N -0.1348 0.1307 -1.0527
C 0.7791 -0.5611 -0.2770
C 0.8690 -0.2815 1.0472
S -0.2036 1.0644 1.3880
N -0.5359 1.1761 -0.3742
H 1.3557 -1.3622 -0.5630
H 1.3242 -0.7055 1.8204
H -1.3160 1.6378 -0.6617
*
```

Output
SMILES string: BrN1C=CSN1
HOMO-LUMO gap (alpha / beta): 7.20 / 6.59 eV

Here are the Löwdin charges for atoms 1 to 4, given in e: Br 0.0254; N -0.2623; C -0.2593; C -0.3202

=====

Stability check: which of them is most stable? entry one.

=====

Entry one
# C6H15NS

One molecule with the formula C6H15NS (the ωB97M-V functional and the def2-TZVPD basis, the OMol25 dataset).

ORCA input file:
```
! wB97M-V def2-TZVPD RIJCOSX def2/J DEFGRID3
* xyz 0 1
C -3.7691 -0.2755 -0.0259
C -2.8495 -1.2309 0.6903
C -2.0657 -0.6521 1.8570
C -0.7067 0.0770 1.5393
N -0.0266 -0.3600 0.3345
C 0.8267 0.6997 -0.2528
C 1.8780 -0.0136 -1.0838
S 3.4611 0.8369 -1.4251
H -4.3355 -0.8114 -0.7773
H -4.5276 0.0365 0.7362
H -3.3551 0.6085 -0.5464
H -3.3395 -2.1947 0.9539
H -2.0730 -1.5637 -0.0034
H -2.8283 -0.1105 2.4220
H -1.7966 -1.4956 2.5204
H -0.1113 -0.2672 2.3802
H -1.0063 1.1448 1.4572
H -0.6499 -0.6076 -0.4289
H 0.3981 1.6001 -0.7160
H 1.3477 1.1485 0.5988
H 2.1603 -0.9825 -0.6734
H 1.5195 -0.3038 -2.0834
H 2.9771 2.0285 -1.8878
*
```

Output
SMILES string: CCCCNCCS
HOMO-LUMO gap: 9.81 eV

Here are the Löwdin charges for atoms 1 to 4, given in e: C -0.1181; C -0.3038; C -0.1975; C -0.2196

=====

Entry two
# C6H15NS

One molecule with the formula C6H15NS (the ωB97M-V functional and the def2-TZVPD basis, the OMol25 dataset).

ORCA input file:
```
! wB97M-V def2-TZVPD RIJCOSX def2/J DEFGRID3
* xyz 0 1
C -1.2565 -0.3724 -2.0190
C -1.5762 0.7809 -1.0308
C -0.4257 1.7818 -0.9078
N 0.6550 1.4066 -0.0275
C 0.3349 0.7667 1.2635
C 0.2601 -0.7913 1.2267
C 1.6030 -1.3814 0.8563
S 1.6622 -3.1765 1.4566
H -0.8377 -1.2782 -1.5717
H -0.6139 -0.0457 -2.8296
H -2.2225 -0.7259 -2.3992
H -2.4298 1.3131 -1.4675
H -1.9770 0.4213 -0.0893
H -0.8206 2.8001 -0.7303
H -0.0482 1.7992 -1.9365
H 1.3706 2.0892 0.1022
H 0.9475 0.9784 2.1374
H -0.6703 1.1758 1.4642
H -0.4681 -1.0040 0.4533
H -0.0186 -1.0840 2.2329
H 2.3180 -0.8972 1.5219
H 1.7636 -1.4308 -0.2119
H 2.4505 -3.1259 2.5063
*
```

Output
SMILES string: CCCNCCCS
HOMO-LUMO gap: 9.38 eV

Here are the Löwdin charges for atoms 1 to 4, given in e: C -0.0966; C -0.2460; C -0.2534; N -0.0690

=====

Stability check: which of them is most stable? entry two.

=====

Entry one
# C16H28N2O

One molecule with the formula C16H28N2O (the ωB97M-V functional and the def2-TZVPD basis, the OMol25 dataset).

ORCA input file:
```
! wB97M-V def2-TZVPD RIJCOSX def2/J DEFGRID3
* xyz 0 1
C -2.4946 1.4038 -3.3753
C -1.4610 1.8823 -2.2438
C -2.0560 1.6297 -0.8103
N -2.1560 0.2109 -0.3245
C -3.3481 -0.2857 0.4576
C -4.5660 -0.2995 -0.4384
C -5.7386 -0.7736 0.4416
C -0.9192 -0.5608 -0.2534
C -0.8553 -1.9699 -0.8419
C 0.2593 -2.8919 -0.5232
C 1.4733 -2.0085 -0.1626
C 2.7939 -2.3523 -0.4048
N 2.9233 -3.4217 -1.2095
O 4.0158 -3.7731 -1.6327
C 3.9349 -1.4084 0.1297
C 3.3882 -0.0178 0.1396
C 2.2186 0.1513 1.0085
C 1.2513 -1.0363 1.0171
C -0.2525 -0.5921 1.1045
H -3.3795 2.0825 -3.3117
H -2.0575 1.6485 -4.4215
H -2.7201 0.4476 -3.2304
H -1.2594 2.8790 -2.3474
H -0.4827 1.3882 -2.3526
H -1.5053 2.2288 -0.0944
H -3.0991 1.9723 -0.8097
H -3.4200 0.2664 1.3584
H -3.2278 -1.3677 0.6844
H -4.4981 -0.9464 -1.3689
H -4.8283 0.6683 -0.8465
H -5.4220 -1.7664 0.7192
H -6.0078 -0.1372 1.3237
H -6.6398 -0.9391 -0.2104
H -0.1525 -0.1637 -0.8355
H -0.9268 -1.8262 -1.9625
H -1.8419 -2.3985 -0.6160
H 0.3831 -3.3747 -1.4751
H 0.0484 -3.6218 0.3708
H 4.8241 -1.4339 -0.4219
H 4.2468 -1.7230 1.1063
H 4.1183 0.7148 0.4842
H 3.2519 0.3588 -0.8172
H 1.6823 0.9885 0.7646
H 2.5907 0.2822 2.0096
H 1.4790 -1.6953 1.9359
H -0.6509 -1.4660 1.7154
H -0.2945 0.2951 1.7705
*
```

Output
SMILES string: CCCN(CCC)[C@@H]1CCC2=C(N=O)CCC[C@H]2C1
HOMO-LUMO gap: 7.58 eV

Here are the Löwdin charges for atoms 1 to 4, given in e: C -0.0738; C -0.1902; C -0.1575; N -0.1089

=====

Entry two
# C16H28N2O

One molecule with the formula C16H28N2O (the ωB97M-V functional and the def2-TZVPD basis, the OMol25 dataset).

ORCA input file:
```
! wB97M-V def2-TZVPD RIJCOSX def2/J DEFGRID3
* xyz 0 1
C 4.2016 -0.6140 5.2012
C 3.1669 0.4527 5.5392
C 2.2947 0.7987 4.3321
N 1.4704 -0.3259 3.9552
C 1.1576 -0.7673 2.7014
O 0.6762 -1.8705 2.5294
N 1.4438 0.0992 1.6788
C 0.9655 -0.1855 0.3422
C -0.3875 0.4794 0.0755
C -1.0033 0.2231 -1.3104
C -0.1032 0.7485 -2.4336
C -0.7736 0.5322 -3.7908
C -1.0199 -0.9602 -4.0045
C -1.9321 -1.4845 -2.8967
C -3.2654 -0.7414 -2.9416
C -3.0149 0.7501 -2.7311
C -2.1046 1.2794 -3.8372
C -2.3456 0.9657 -1.3756
C -1.2611 -1.2690 -1.5400
H 4.7724 -0.8847 6.0858
H 4.8922 -0.2470 4.4450
H 3.7187 -1.5083 4.8149
H 2.5271 0.1045 6.3533
H 3.6705 1.3603 5.8772
H 1.6618 1.6655 4.5760
H 2.9443 1.0678 3.4940
H 1.2736 -0.9988 4.6803
H 1.5319 1.0764 1.9080
H 0.8778 -1.2704 0.2792
H 1.7204 0.1637 -0.3672
H -1.0859 0.1222 0.8369
H -0.2744 1.5607 0.2095
H 0.0928 1.8133 -2.2834
H 0.8537 0.2239 -2.4223
H -0.1154 0.9106 -4.5818
H -1.4844 -1.1245 -4.9796
H -0.0701 -1.4998 -3.9906
H -2.1070 -2.5561 -3.0452
H -3.9292 -1.1205 -2.1614
H -3.7525 -0.9057 -3.9056
H -3.9694 1.2890 -2.7537
H -1.9363 2.3503 -3.7004
H -2.5783 1.1368 -4.8112
H -3.0016 0.6044 -0.5802
H -2.1825 2.0343 -1.2128
H -1.8963 -1.6594 -0.7424
H -0.3193 -1.8191 -1.5160
*
```

Output
SMILES string: CCCNC(=O)NCC[C@]12C[C@H]3C[C@H](C[C@H](C3)C1)C2
HOMO-LUMO gap: 9.97 eV

Here are the Löwdin charges for atoms 1 to 4, given in e: C -0.1062; C -0.2483; C -0.2255; N 0.0571

=====

Stability check: which of them is most stable? entry two.